No. 1
{"formula": "C5H27N2O6", "method": "the ωB97M-V functional and the def2-TZVPD basis", "total_energy_ev": -20878.9056, "charge": 1, "e_above_lowest_kcal_mol": 115.6, "e_homo_ev": -12.5, "lumo_ev": -2.76, "species": ["C", "C", "C", "C", "C", "N", "N", "H", "H", "H", "H", "H", "H", "H", "H", "H", "H", "H", "H", "H", "H", "H", "H", "H", "O", "H", "H", "O", "H", "H", "O", "H", "H", "O", "H", "H", "O", "H", "H", "O"], "xyz": [[2.777, 1.070, 2.758], [1.474, 1.016, 2.025], [0.349, 0.112, 2.471], [-0.804, 0.319, 1.407], [-1.725, -0.996, 1.256], [-1.907, -1.278, -0.139], [2.033, 0.350, 0.715], [2.683, 1.656, 3.604], [3.015, 0.156, 3.262], [3.740, 1.235, 2.364], [1.271, 2.013, 1.435], [0.686, -1.010, 2.441], [-0.146, 0.280, 3.544], [-1.443, 1.238, 1.676], [-0.428, 0.734, 0.578], [-2.699, -0.950, 1.864], [-1.150, -1.750, 1.809], [-2.024, -2.280, -0.285], [-1.127, -0.906, -0.645], [1.686, -0.623, 0.815], [1.641, 0.572, -0.230], [3.058, 0.438, 0.655], [1.246, -2.666, 0.326], [0.182, -3.138, 1.114], [0.960, -2.814, 1.180], [0.080, 1.188, -2.171], [1.689, 1.394, -1.832], [0.938, 0.770, -1.980], [-3.868, 0.869, -1.520], [-4.174, 1.286, -0.110], [-3.644, 1.574, -0.936], [-1.713, 1.947, -1.397], [-1.844, 3.155, -1.945], [-1.237, 2.558, -1.810], [1.314, -1.029, -1.678], [1.872, -2.331, -2.203], [1.658, -1.855, -1.257], [-1.059, -1.198, -3.307], [-1.164, 0.036, -4.039], [-0.504, -0.600, -3.655]], "atomic_forces_ev_per_a": [[-0.68, -1.07, 2.21], [2.19, 1.73, -3.70], [-2.18, -0.67, 1.03], [-3.22, -0.88, 4.63], [0.60, 1.52, 1.80], [-0.84, -0.55, -0.03], [-0.93, -1.85, -1.04], [-0.16, 1.83, 1.64], [-0.50, -1.38, 0.14], [0.65, 1.12, -1.61], [-0.59, -1.19, 2.48], [-0.35, 2.15, 0.15], [1.66, -0.03, -2.22], [0.67, -1.42, 0.34], [1.56, 0.47, -3.90], [1.16, 0.40, -1.17], [-0.14, -0.15, -0.28], [0.12, 0.41, -0.32], [0.37, -0.33, -0.45], [1.16, -0.12, -0.19], [-0.26, 0.40, 0.84], [-0.65, -0.51, 0.12], [1.14, 0.35, -3.15], [-8.42, -3.66, -0.49], [7.43, 3.12, 3.58], [0.58, 0.70, -0.11], [-1.53, -0.02, -0.89], [1.62, -0.09, 1.04], [-0.17, -0.86, -0.96], [1.39, 0.95, -1.80], [-1.26, -0.16, 2.78], [-3.21, -4.45, 3.14], [-4.84, 5.66, -1.57], [8.00, -1.32, -1.46], [-0.04, -0.15, 0.56], [-0.53, 1.19, 3.71], [0.58, -0.92, -4.65], [-3.00, -3.92, 2.08], [1.24, -0.63, 0.20], [1.38, 4.30, -2.47]]}

No. 2
{"formula": "C12H18BBr6NO14", "method": "the ωB97M-V functional and the def2-TZVPD basis", "total_energy_ev": -463832.6315, "charge": -2, "e_above_lowest_kcal_mol": 0.0, "e_homo_ev": -3.1, "lumo_ev": 3.11, "species": ["N", "H", "H", "H", "H", "O", "C", "O", "B", "O", "C", "O", "O", "C", "O", "C", "O", "O", "O", "C", "O", "O", "H", "O", "C", "O", "O", "H", "Br", "C", "C", "Br", "H", "H", "H", "H", "Br", "C", "C", "Br", "H", "H", "H", "H", "Br", "C", "C", "Br", "H", "H", "H", "H"], "xyz": [[6.211, 3.084, -0.924], [6.082, 3.971, -0.437], [6.781, 3.172, -1.774], [5.342, 2.586, -1.226], [6.605, 2.404, -0.218], [-0.096, 2.165, -0.283], [0.401, 3.090, -0.848], [0.919, 4.196, -0.328], [1.558, 4.986, -1.395], [1.010, 4.442, -2.639], [0.452, 3.259, -2.378], [-0.012, 2.511, -3.182], [1.337, 6.448, -1.271], [2.454, 7.061, -0.964], [2.580, 8.233, -0.713], [3.566, 6.030, -0.956], [3.042, 4.892, -1.292], [4.733, 6.180, -0.644], [3.843, 0.274, -3.724], [4.521, 0.484, -2.535], [5.380, -0.371, -2.214], [4.163, 1.445, -1.790], [4.318, -0.577, -3.860], [7.281, 1.552, 3.139], [6.827, 0.871, 2.064], [6.163, -0.175, 2.255], [7.104, 1.314, 0.914], [7.019, 0.987, 3.879], [8.737, 5.167, -1.182], [9.333, 7.043, -1.352], [10.838, 7.003, -1.663], [11.460, 8.859, -1.913], [9.134, 7.451, -0.367], [8.724, 7.499, -2.123], [11.037, 6.386, -2.534], [11.352, 6.597, -0.797], [4.236, 6.938, -4.341], [6.070, 6.490, -3.822], [6.885, 6.817, -5.067], [8.773, 6.335, -4.813], [6.153, 5.442, -3.561], [6.323, 7.157, -3.003], [6.923, 7.855, -5.380], [6.445, 6.243, -5.881], [9.777, -0.512, -5.455], [8.774, 1.225, -5.243], [7.575, 0.942, -4.326], [6.493, 2.551, -4.156], [8.449, 1.681, -6.173], [9.467, 1.867, -4.707], [7.826, 0.712, -3.295], [7.019, 0.112, -4.751]], "atomic_forces_ev_per_a": [[0.26, -0.43, 0.22], [-0.39, 0.05, -0.45], [-0.14, 0.07, 0.68], [-0.82, -0.15, -0.09], [0.43, -0.35, 0.23], [-0.02, 0.08, 0.37], [-0.08, 0.11, -0.36], [0.22, 0.04, 0.36], [-0.03, 0.09, -0.14], [0.43, 0.01, 0.09], [-0.12, 0.11, -0.29], [-0.07, -0.05, -0.13], [-0.59, -0.22, 0.03], [-0.09, 1.13, 0.26], [-0.04, -0.23, -0.13], [1.34, -0.65, 0.46], [-0.18, -0.77, -0.24], [-0.58, 0.34, -0.36], [1.02, -0.87, 0.24], [-0.10, 0.70, 3.14], [-0.02, 0.15, -1.36], [0.12, 0.19, -1.46], [-0.75, 0.30, -0.79], [0.58, 0.64, 1.03], [-1.56, -2.22, -2.64], [0.65, 0.75, 0.99], [0.57, 1.10, 0.59], [-0.07, 0.11, -0.09], [0.25, 0.44, -0.05], [0.50, -0.77, 0.17], [-1.12, 0.17, 0.51], [-0.02, -0.53, -0.07], [0.01, 0.26, -0.14], [0.11, 0.04, -0.02], [0.15, 0.35, -0.19], [0.20, 0.10, -0.10], [0.07, -0.22, 0.28], [0.29, 1.07, -0.65], [-0.23, -0.47, -0.02], [-0.18, -0.10, -0.21], [-0.20, 0.03, 0.11], [-0.09, -0.28, 0.23], [-0.26, 0.08, 0.39], [0.56, -0.16, -0.15], [-0.54, 0.96, -0.23], [-0.14, -0.30, 1.55], [0.56, -0.25, -0.40], [0.03, -0.13, -0.64], [0.29, -0.45, -0.28], [0.14, 0.08, -0.32], [0.20, -0.23, -0.13], [-0.56, 0.30, 0.22]]}

No. 3
{"formula": "C35H29ClCsGeNS", "method": "the ωB97M-V functional and the def2-TZVPD basis", "total_energy_ev": -118678.4251, "charge": -1, "e_above_lowest_kcal_mol": 0.0, "e_homo_ev": [-3.8, -3.8], "lumo_ev": [1.89, 0.85], "multiplicity": 2, "species": ["Cs", "C", "C", "C", "C", "C", "C", "C", "C", "C", "S", "C", "N", "H", "H", "H", "H", "H", "H", "H", "H", "C", "C", "C", "C", "C", "C", "Ge", "C", "C", "C", "C", "C", "C", "C", "C", "C", "C", "C", "C", "H", "H", "H", "H", "H", "H", "H", "H", "H", "H", "H", "H", "H", "H", "H", "Cl", "C", "C", "C", "C", "C", "C", "C", "H", "H", "H", "H", "H", "H"], "xyz": [[1.263, -1.005, 0.355], [-0.467, -2.921, -1.889], [-0.779, -3.812, -0.710], [-1.612, -4.932, -0.905], [-1.881, -5.750, 0.148], [-1.326, -5.483, 1.416], [-1.577, -6.318, 2.521], [-1.005, -6.009, 3.723], [-0.181, -4.883, 3.865], [0.109, -4.011, 2.817], [1.140, -2.651, 3.106], [-0.494, -4.328, 1.535], [-0.254, -3.522, 0.464], [-0.959, -3.293, -2.786], [0.606, -2.894, -2.093], [-0.812, -1.897, -1.736], [-2.028, -5.127, -1.886], [-2.521, -6.618, 0.030], [-2.216, -7.185, 2.399], [-1.185, -6.638, 4.589], [0.257, -4.662, 4.829], [-4.113, 4.377, 1.786], [-4.265, 4.055, 0.443], [-3.289, 3.314, -0.215], [-2.142, 2.868, 0.446], [-2.017, 3.195, 1.799], [-2.982, 3.945, 2.465], [-0.644, 1.824, -0.426], [0.381, 3.399, -1.189], [1.497, 3.123, -1.989], [2.297, 4.131, -2.515], [2.005, 5.460, -2.237], [0.909, 5.761, -1.439], [0.108, 4.743, -0.927], [-1.635, 1.267, -2.106], [-1.464, 1.808, -3.383], [-2.180, 1.330, -4.477], [-3.098, 0.300, -4.320], [-3.295, -0.250, -3.059], [-2.566, 0.229, -1.976], [-4.872, 4.955, 2.299], [-5.146, 4.387, -0.095], [-3.425, 3.081, -1.266], [-1.144, 2.851, 2.346], [-2.854, 4.183, 3.515], [1.748, 2.088, -2.207], [3.151, 3.879, -3.136], [2.627, 6.253, -2.636], [0.672, 6.795, -1.216], [-0.748, 5.007, -0.315], [-0.762, 2.622, -3.526], [-2.027, 1.769, -5.457], [-3.658, -0.069, -5.172], [-4.014, -1.050, -2.920], [-2.734, -0.208, -0.994], [4.749, 1.748, -0.006], [4.790, 0.538, 1.237], [4.859, 0.943, 2.551], [4.814, 0.001, 3.577], [4.690, -1.354, 3.270], [4.640, -1.762, 1.961], [4.700, -0.837, 0.880], [4.577, -1.278, -0.438], [4.918, 1.998, 2.778], [4.843, 0.330, 4.606], [4.590, -2.083, 4.063], [4.492, -2.808, 1.721], [4.423, -2.330, -0.629], [4.517, -0.586, -1.265]], "atomic_forces_ev_per_a": [[0.30, 0.30, -0.01], [-0.02, -0.05, 0.01], [0.09, 0.04, 0.18], [-0.09, -0.08, -0.09], [-0.01, -0.03, 0.02], [0.16, 0.31, -0.15], [-0.04, -0.10, 0.10], [0.04, 0.02, 0.07], [-0.05, 0.03, -0.21], [-0.12, -0.19, 0.08], [0.12, -0.10, 0.11], [-0.07, -0.17, 0.28], [-0.17, -0.32, -0.29], [0.00, 0.03, -0.01], [0.01, -0.02, 0.03], [-0.03, 0.02, 0.02], [0.00, 0.01, 0.00], [0.01, 0.01, 0.00], [0.01, 0.01, -0.01], [0.00, 0.01, -0.02], [0.01, 0.01, 0.01], [0.01, 0.00, 0.00], [0.02, -0.02, -0.02], [-0.01, 0.04, 0.07], [0.11, -0.06, -0.02], [-0.10, 0.04, -0.05], [0.05, -0.04, -0.04], [-0.27, 0.47, -0.10], [0.04, -0.17, -0.03], [-0.01, 0.13, 0.02], [-0.06, -0.06, 0.05], [0.01, 0.00, -0.01], [-0.04, -0.04, 0.02], [0.07, 0.03, -0.07], [-0.04, 0.02, 0.09], [-0.05, -0.11, -0.01], [0.04, 0.02, 0.05], [-0.01, -0.01, -0.02], [0.06, 0.04, 0.08], [-0.02, 0.03, -0.11], [0.00, 0.00, 0.00], [0.00, 0.00, 0.00], [0.01, -0.01, 0.00], [0.00, 0.00, 0.01], [-0.01, 0.00, 0.00], [0.01, 0.00, -0.01], [0.00, 0.01, 0.00], [-0.01, 0.00, 0.01], [0.00, 0.00, 0.00], [0.00, -0.02, 0.01], [0.00, 0.01, -0.01], [0.00, 0.00, 0.00], [0.00, 0.00, 0.00], [0.00, 0.00, 0.00], [0.00, -0.02, -0.01], [0.03, 0.04, -0.02], [0.01, -0.11, -0.03], [-0.02, 0.02, 0.12], [0.00, -0.05, -0.17], [0.01, 0.07, 0.16], [-0.03, 0.05, -0.20], [-0.07, 0.08, 0.24], [-0.12, -0.04, -0.09], [0.00, 0.00, -0.03], [0.00, 0.00, 0.00], [-0.01, -0.01, -0.02], [0.03, -0.01, 0.04], [0.10, -0.04, -0.04], [0.11, -0.02, -0.01]]}

No. 4
{"formula": "C11H19IO3", "method": "the ωB97M-V functional and the def2-TZVPD basis", "total_energy_ev": -25954.2086, "e_above_lowest_kcal_mol": 33.6, "e_homo_ev": -8.2, "lumo_ev": 0.60, "species": ["C", "C", "C", "C", "C", "C", "C", "C", "C", "C", "C", "O", "O", "O", "I", "H", "H", "H", "H", "H", "H", "H", "H", "H", "H", "H", "H", "H", "H", "H", "H", "H", "H", "H"], "xyz": [[-0.014, 0.456, -1.267], [-0.337, 0.293, -0.001], [-0.542, -2.198, -1.787], [-1.390, -1.740, -0.561], [-0.290, -1.065, -2.699], [-1.943, 1.474, 1.364], [1.723, 0.288, 2.038], [0.249, 1.866, 3.267], [2.047, -1.307, -2.868], [-0.486, 1.238, 1.096], [0.290, 0.725, 2.332], [-0.631, -1.034, 0.407], [-1.362, -0.614, -3.379], [0.816, -1.033, -3.497], [0.714, 2.153, -2.146], [0.394, -2.580, -1.356], [-1.086, -3.003, -2.307], [-2.326, -1.152, -0.975], [-1.747, -2.758, 0.011], [-2.127, 1.512, 2.457], [-2.208, 2.455, 0.960], [-2.611, 0.644, 0.869], [2.176, 0.645, 2.945], [1.758, -0.759, 1.707], [2.121, 0.911, 1.310], [0.559, 2.750, 2.660], [-0.673, 2.120, 3.854], [1.053, 1.911, 4.172], [2.864, -0.979, -3.545], [2.350, -2.287, -2.566], [2.105, -0.828, -1.855], [0.018, 2.177, 0.881], [-0.236, -0.175, 2.664], [-1.228, -0.105, -4.185]], "atomic_forces_ev_per_a": [[0.00, -2.20, -2.19], [0.29, -1.37, -0.94], [-0.67, -0.42, 1.15], [-1.73, -2.18, 0.18], [1.07, 3.58, 1.18], [-1.94, -0.79, -0.04], [-1.52, -0.01, 0.84], [1.86, 2.53, 3.60], [1.64, 1.40, 1.00], [1.29, -0.33, 0.66], [-1.17, -1.27, -0.66], [-0.95, 0.65, -0.71], [-1.05, -0.94, 0.31], [-0.19, -0.78, 0.32], [-0.07, 0.45, -0.08], [-0.17, 0.07, -0.42], [0.25, 0.16, 0.05], [1.76, -0.94, 1.14], [0.68, 2.61, -1.42], [-0.20, -0.17, -0.73], [-0.36, -0.25, -0.06], [1.17, 1.66, 1.09], [1.18, -1.18, 0.46], [0.42, 0.35, 0.58], [0.89, 1.09, -1.81], [-0.41, -0.19, 0.68], [0.46, -0.42, -1.07], [-1.52, -0.71, -2.08], [-0.75, 0.21, 0.49], [-0.84, -1.51, -0.57], [-0.11, 0.51, -1.01], [-0.06, 0.09, -0.59], [-0.14, 0.25, 0.45], [0.85, 0.04, 0.21]]}

No. 5
{"formula": "C2H5NO3S", "method": "the ωB97M-V functional and the def2-TZVPD basis", "total_energy_ev": -20622.0735, "smiles": "NC(=O)C(O)(O)S", "e_above_lowest_kcal_mol": 33.7, "e_homo_ev": -9.4, "lumo_ev": 0.56, "species": ["N", "C", "O", "C", "O", "O", "S", "H", "H", "H", "H", "H"], "xyz": [[1.532, 0.601, 1.161], [1.068, -0.472, 0.544], [1.517, -1.591, 0.386], [-0.418, -0.380, -0.145], [-0.658, -1.524, -0.894], [-0.111, 0.702, -0.922], [-2.166, 0.100, 0.609], [0.824, 1.293, 1.385], [2.434, 0.561, 1.497], [0.180, -2.063, -0.606], [-0.871, 0.891, -1.521], [-3.078, -0.597, -0.208]], "atomic_forces_ev_per_a": [[-2.33, -0.15, -0.87], [-3.42, -2.35, 0.17], [1.42, 0.58, 0.19], [-1.04, 0.39, -0.93], [2.26, -0.53, 1.67], [-0.61, 1.47, -1.80], [0.14, -0.63, 0.10], [0.84, 0.15, -0.05], [1.99, 0.33, 1.12], [-1.50, 0.54, -0.82], [0.73, -0.15, 0.53], [1.53, 0.37, 0.68]]}